(1)
The following is a DFT calculation (ωB97M-V/def2-TZVPD) of a 2-piece molecular cluster, C4H7NS overall at a distorted geometry.

For the largest force on an atom, the calculation gives 4.2 eV Å⁻¹. Its energy is -609.41942 Eh. The SMILES is C=C=CN.C=S. The value obtained for the lowest unoccupied orbital energy is 0.37 eV. For the energy above the lowest of the compared OMol25 structures with the same formula, charge and spin, the calculation gives 87.26 kcal per mole.

Each line ends with the Löwdin charge.
Geometry (Å):
C: 0.03544 0.51901 -1.97975  -0.004
C: 0.04904 -0.28503 -0.99816  -0.147
C: -0.20278 -1.29907 -0.14966  -0.193
N: -1.20320 -1.08396 0.83956  -0.034
H: 0.68997 1.31091 -2.03012  0.031
H: -0.58447 0.37606 -2.82102  0.054
H: 0.33194 -2.27144 -0.13212  0.128
H: -1.34749 -1.90217 1.37866  0.072
H: -1.76367 -0.26844 0.85768  0.052
C: 1.07589 1.20511 1.10393  -0.548
S: 0.11122 0.63527 2.35119  0.582
H: 0.61398 1.98071 0.52466  -0.023
H: 2.19411 1.08303 1.05515  0.029

Forces on the atoms, in the same order (eV/Å):
-0.317 0.103 -0.953
0.099 -3.339 2.584
-1.455 1.789 -0.228
2.635 -1.860 -1.557
1.323 1.945 -0.068
-0.769 -0.259 -0.906
-0.408 0.984 0.014
-0.785 -0.050 0.769
-0.475 0.262 -0.010
-0.402 -0.372 2.392
1.746 0.871 -1.327
0.192 0.210 -0.608
-1.383 -0.285 -0.103

---

(2)
The following is a DFT calculation (ωB97M-V/def2-TZVPD) of a 10-piece molecular cluster, C20H60O10 overall at a distorted geometry.

For the largest force on an atom, the calculation gives 9.4 eV Å⁻¹. Its energy is -1549.88545 Eh. The SMILES is CCO.CCO.CCO.CCO.CCO.CCO.CCO.CCO.CCO.CCO. The value obtained for the lowest unoccupied orbital energy is 0.02 eV. For the energy above the lowest of the compared OMol25 structures with the same formula, charge and spin, the calculation gives 282.88 kcal per mole.

Each line ends with the Löwdin charge.
Geometry (Å):
C: 0.81165 4.32254 -2.43280  -0.138
C: 0.61073 5.43869 -3.36253  -0.322
O: 1.87456 5.84595 -4.02023  -0.044
H: 1.70079 4.66416 -1.60493  0.162
H: 1.08849 3.45500 -2.97268  0.041
H: -0.19930 3.91879 -2.22412  0.052
H: 0.16007 6.25732 -2.81831  0.105
H: -0.23737 5.00364 -4.06432  0.138
H: 1.83066 6.73719 -3.93000  0.006
C: -2.76575 2.61450 -3.08443  -0.066
C: -2.86453 2.93173 -1.49039  -0.286
O: -2.86048 4.32259 -1.41642  -0.122
H: -1.93496 3.19104 -3.58163  0.059
H: -3.70385 2.84597 -3.67831  0.082
H: -2.54755 1.55264 -3.16814  0.032
H: -1.93004 2.63075 -1.07431  0.070
H: -3.97633 2.65959 -1.02353  0.167
H: -2.72637 4.68399 -0.54957  0.078
C: 0.78097 0.96517 -0.19300  -0.057
C: -0.17767 -0.12240 -0.49222  -0.352
O: -0.78696 -0.50392 0.70619  -0.165
H: 1.16576 1.35428 -1.21290  0.105
H: 1.56889 0.51577 0.45546  0.097
H: 0.48070 1.83829 0.22107  0.015
H: 0.28342 -0.94060 -0.94618  0.069
H: -1.01729 0.01990 -0.99961  0.066
H: -0.96985 -1.63120 0.51451  0.181
C: 1.73225 -3.68974 -0.93866  -0.078
C: 1.39820 -5.21109 -0.96637  -0.235
O: -0.06294 -5.28649 -1.00437  -0.156
H: 1.81581 -3.14990 0.05766  0.092
H: 1.24606 -2.92956 -1.43763  0.005
H: 2.82084 -3.68628 -0.99580  0.076
H: 1.77631 -5.74186 -0.05909  0.113
H: 1.87979 -5.87773 -1.72595  0.119
H: -0.43360 -6.06698 -1.57677  0.160
C: 0.47493 -1.61892 3.95933  -0.051
C: 1.69123 -2.52771 3.69937  -0.284
O: 2.82736 -1.88606 4.32869  -0.165
H: 0.52852 -1.12926 4.86153  0.046
H: -0.43046 -2.07291 3.90154  0.026
H: 0.59111 -0.77136 3.23535  0.083
H: 1.95201 -2.83442 2.79572  0.042
H: 1.67190 -3.38555 4.40636  0.115
H: 3.64185 -2.60549 4.11385  0.177
C: 4.27029 0.00638 -1.86516  -0.088
C: 3.21323 -0.44251 -2.90914  -0.358
O: 3.83906 -1.08161 -3.91638  -0.005
H: 4.96335 -0.70449 -1.51992  0.043
H: 3.76404 0.47735 -0.93041  0.091
H: 4.87915 0.74677 -2.37673  0.067
H: 2.86997 0.51986 -3.29983  0.109
H: 2.51919 -1.12121 -2.23839  0.127
H: 3.24294 -1.69123 -4.15394  0.021
C: -1.59229 -2.63036 -2.94024  -0.086
C: -2.05616 -1.79997 -4.07701  -0.377
O: -3.42618 -1.71300 -4.22064  -0.075
H: -0.59167 -2.79418 -3.21239  0.043
H: -2.11393 -3.65184 -3.09617  0.113
H: -1.65253 -2.37264 -1.81847  0.089
H: -1.69003 -2.11726 -5.01124  0.101
H: -1.68447 -0.80052 -3.82686  0.101
H: -3.85791 -1.12950 -4.87633  0.107
C: 1.44734 2.50698 4.13890  -0.104
C: 2.31816 2.85591 2.89712  -0.241
O: 2.63966 4.30112 3.08911  -0.038
H: 0.37823 3.06095 4.21960  0.103
H: 1.88569 2.87422 5.13361  0.097
H: 1.12668 1.52337 4.14818  -0.001
H: 1.68927 2.82126 1.93550  0.107
H: 3.18494 2.01824 2.86525  0.151
H: 3.24753 4.32660 2.50110  -0.054
C: -3.01982 -3.03266 2.03893  -0.075
C: -2.25829 -4.04903 1.19151  -0.368
O: -1.43768 -3.35258 0.32673  -0.143
H: -2.34951 -2.23602 2.53778  0.093
H: -3.74990 -3.64634 2.48861  0.046
H: -3.74470 -2.53351 1.26320  0.115
H: -2.88925 -4.93045 0.85751  0.125
H: -1.66459 -4.78315 1.80935  0.116
H: -0.66822 -3.86336 -0.10229  0.083
C: -2.59539 2.22360 4.63445  -0.068
C: -2.08128 1.09768 3.74238  -0.274
O: -1.64748 1.51905 2.40111  -0.127
H: -2.94349 1.86544 5.52958  0.057
H: -3.42171 2.59513 4.18066  0.036
H: -1.83832 2.96429 4.49501  0.062
H: -2.76323 0.41820 3.58752  0.045
H: -1.17317 0.83874 4.44027  0.121
H: -1.34709 0.81619 1.72713  0.059

Forces on the atoms, in the same order (eV/Å):
1.812 0.214 2.102
-0.886 -0.671 -1.997
-1.998 -4.354 0.505
-2.995 -1.497 -1.776
1.523 -0.815 -0.705
0.357 0.909 1.546
0.049 0.555 -0.133
1.832 1.397 0.457
0.300 4.241 0.048
-0.603 0.537 0.890
-3.074 0.567 -2.110
-0.011 1.827 -1.090
-0.708 -0.477 0.825
0.957 -0.228 1.014
-0.032 -0.164 -0.241
0.134 -1.343 0.968
3.289 -0.561 -1.000
0.082 -0.233 0.758
2.697 -1.531 -3.360
1.084 0.542 2.578
-0.549 -6.064 1.039
0.164 -0.849 1.483
-0.200 0.533 -0.681
-1.780 2.358 1.758
1.333 -1.377 -0.769
-2.987 1.951 -3.655
0.063 4.165 1.520
3.070 -1.628 3.311
-0.995 -0.113 0.566
-0.178 -2.419 -1.596
-1.095 -1.437 -0.025
-1.114 0.721 -2.321
0.291 0.401 -1.313
-0.440 0.836 -0.103
-0.536 1.334 -0.259
1.335 2.245 1.696
3.609 1.250 -3.360
-0.904 0.587 7.186
3.941 -2.210 -1.653
0.517 0.629 2.479
-2.645 -1.445 -0.593
-0.702 -0.695 0.232
0.405 -0.997 -4.402
-1.088 -0.388 -1.015
-3.138 3.268 1.090
-1.515 2.062 0.591
0.187 1.096 4.608
3.594 1.318 -0.270
0.529 -1.516 0.321
0.812 -0.608 -1.700
0.117 0.423 0.234
-1.304 -0.268 0.374
0.468 1.348 -1.948
-2.898 -3.834 -2.202
-1.981 -2.932 0.994
-0.261 3.079 0.752
-2.979 -0.511 0.599
1.742 -0.449 0.143
0.834 1.273 0.674
-0.371 0.189 -2.110
1.248 -0.636 -0.995
0.378 0.351 -0.586
1.372 -0.334 0.460
-1.676 3.725 0.916
-1.651 -0.336 1.002
-5.501 -3.200 5.254
2.454 -0.761 -0.926
0.006 -0.987 -1.571
-0.053 -2.249 0.239
1.007 -0.363 1.375
-1.353 2.524 -0.066
6.800 1.652 -6.210
-0.335 1.207 -3.243
0.629 -2.372 2.273
1.999 0.300 -2.033
-1.429 -1.634 -0.383
-0.541 -0.202 2.102
1.581 -0.148 1.279
-0.275 1.708 -1.179
0.374 1.299 0.303
-2.088 0.251 0.940
1.646 -0.366 -3.569
5.746 3.015 0.960
0.109 0.227 0.386
0.153 -0.677 2.612
-2.804 1.538 -1.484
0.474 0.788 1.197
-3.385 -4.231 -0.221
-1.243 -0.829 -1.857
-0.803 0.504 2.071